113
Properties=species:S:1:pos:R:3:forces:R:3 method="wB97M-V/def2-TZVPD" charge=+3 homo_lumo_gap_ha="0.246 / 0.268" multiplicity=4
Cr -0.00020 0.13000 -0.73093 0.040 -0.294 0.498
O 0.58595 -1.39815 0.76049 -0.105 0.147 -0.194
S 0.23308 -0.14813 1.56007 -0.032 -0.037 0.056
C 1.65821 0.54677 2.32245 0.057 -0.061 -0.033
C 1.45724 1.23186 3.51001 0.006 0.017 0.016
C 2.50198 1.80531 4.24155 0.018 -0.052 -0.043
C 3.77564 1.62682 3.77089 -0.033 0.017 0.016
C 5.09656 2.00581 4.37231 0.034 0.016 0.063
C 6.14590 1.61656 3.30655 0.047 0.038 0.015
C 5.35346 0.95881 2.21478 -0.032 -0.049 -0.041
C 5.75207 0.40141 1.03322 -0.046 0.024 0.033
C 4.75348 -0.03637 0.15362 0.014 0.006 0.012
C 3.39056 -0.00664 0.42276 -0.021 -0.078 0.048
P 2.36618 -0.45150 -1.01236 0.184 0.238 -0.154
C 2.35918 -2.24170 -1.23204 -0.012 0.019 -0.001
C 3.08729 -3.09158 -0.40781 -0.067 -0.018 0.013
C 3.07949 -4.45812 -0.65148 0.014 0.036 0.011
C 2.35174 -4.97486 -1.71176 -0.035 0.006 -0.038
C 1.61947 -4.12818 -2.53640 0.012 -0.011 0.046
C 1.62118 -2.76494 -2.29394 -0.048 0.011 -0.029
C 3.32459 0.17008 -2.42814 -0.001 -0.076 -0.001
C 3.49889 1.54479 -2.58649 -0.137 0.039 0.079
C 4.25085 2.04862 -3.63050 0.029 -0.056 -0.066
C 4.84050 1.17757 -4.54014 -0.021 0.010 0.054
C 4.68333 -0.18978 -4.38771 -0.006 0.009 0.020
C 3.93711 -0.69704 -3.33140 -0.058 0.033 0.004
C 2.95496 0.47011 1.70483 -0.038 0.019 -0.068
C 3.97678 0.98842 2.52945 0.042 -0.023 -0.032
C -0.90429 -0.52247 2.81525 0.035 -0.024 0.033
C -0.37854 -1.10948 3.96288 -0.039 0.064 -0.013
C -1.15282 -1.35217 5.09714 0.026 0.039 -0.090
C -2.46289 -0.94057 5.07022 -0.014 -0.001 -0.011
C -3.51695 -0.98236 6.13523 -0.005 0.077 0.068
C -4.80594 -0.47739 5.44513 -0.047 0.012 0.049
C -4.38552 -0.14863 4.04204 -0.004 0.011 -0.068
C -5.09821 0.28845 2.96079 0.082 -0.041 0.028
C -4.43677 0.37202 1.72465 0.067 0.054 0.006
C -3.08368 0.11729 1.53601 -0.022 0.010 0.028
P -2.53216 -0.19251 -0.17965 0.069 0.011 -0.060
C -3.77128 0.63860 -1.23116 0.024 0.018 0.013
C -4.08543 1.99306 -1.06780 -0.048 -0.041 -0.009
C -4.95797 2.62583 -1.93628 -0.009 -0.036 0.009
C -5.53704 1.91847 -2.98337 0.026 0.002 0.031
C -5.25791 0.57146 -3.13627 0.011 -0.001 0.031
C -4.38450 -0.06661 -2.26456 -0.025 -0.006 0.004
C -2.84198 -1.96295 -0.40115 0.004 0.015 0.088
C -4.09742 -2.49384 -0.09316 0.020 -0.006 0.026
C -4.33629 -3.84550 -0.25190 0.027 0.021 -0.015
C -3.32534 -4.68270 -0.71020 0.050 0.042 -0.008
C -2.07597 -4.16495 -1.01192 -0.036 0.013 0.007
C -1.83572 -2.80750 -0.85539 0.133 0.013 -0.071
C -2.30036 -0.23612 2.68197 0.000 -0.003 -0.098
C -3.00872 -0.41044 3.88463 -0.015 -0.012 -0.076
H 0.45787 1.30702 3.91325 -0.042 -0.003 0.012
H 2.29401 2.31762 5.16816 -0.016 0.042 0.071
H 5.24406 1.45328 5.30227 0.010 0.022 0.010
H 5.12864 3.06421 4.63177 0.005 -0.003 -0.007
H 6.91200 0.94719 3.69900 -0.013 0.009 -0.003
H 6.66676 2.49184 2.91381 0.009 -0.017 0.020
H 6.79108 0.33653 0.74533 0.054 -0.006 -0.009
H 5.07825 -0.39615 -0.81437 0.005 -0.016 -0.003
H 3.65695 -2.69675 0.42232 0.020 0.024 0.021
H 3.65000 -5.11865 -0.01483 0.026 -0.028 0.026
H 2.36087 -6.03834 -1.90321 -0.005 -0.041 -0.009
H 1.06488 -4.53002 -3.37191 -0.038 -0.028 -0.052
H 1.07023 -2.10444 -2.96019 0.015 -0.013 0.028
H 3.04558 2.23288 -1.88464 0.066 -0.050 -0.107
H 4.38474 3.11420 -3.73844 0.016 0.101 -0.004
H 5.43148 1.56593 -5.35464 0.049 0.044 -0.089
H 5.15230 -0.86929 -5.08387 0.034 -0.045 -0.036
H 3.84367 -1.76699 -3.21791 0.004 -0.045 0.002
H 0.67387 -1.35790 3.99068 0.046 -0.006 -0.006
H -0.71204 -1.81651 5.96495 0.041 -0.046 0.082
H -3.22346 -0.34286 6.97029 -0.016 -0.023 0.011
H -3.62517 -1.98756 6.53900 -0.005 -0.057 0.018
H -5.22757 0.39602 5.94317 -0.001 -0.003 0.008
H -5.58478 -1.23998 5.43805 -0.027 -0.002 0.012
H -6.15461 0.50292 3.01549 -0.084 0.023 0.014
H -5.04729 0.61094 0.86533 0.011 0.028 -0.047
H -3.69253 2.56100 -0.23853 0.042 0.022 0.055
H -5.20170 3.66713 -1.78539 -0.019 0.067 0.008
H -6.22109 2.41128 -3.65763 -0.050 0.038 -0.045
H -5.73276 0.00445 -3.92360 -0.027 -0.033 -0.048
H -4.20989 -1.12599 -2.38491 0.013 -0.024 -0.008
H -4.89200 -1.85325 0.26582 -0.027 0.029 0.016
H -5.30914 -4.24984 -0.01841 -0.081 -0.037 0.021
H -3.51547 -5.73866 -0.82738 -0.009 -0.086 -0.012
H -1.28436 -4.81243 -1.35813 0.056 -0.054 -0.026
H -0.83985 -2.43031 -1.07911 -0.074 -0.026 0.029
C 1.62394 3.45720 -0.10362 0.006 -0.011 0.022
P 0.12779 2.53917 -0.59769 -0.129 0.048 -0.131
C -1.06577 3.14906 0.62856 -0.057 0.057 -0.021
C -0.34288 3.15368 -2.26549 0.042 0.092 0.060
C -1.21905 2.16904 -3.04632 -0.142 -0.055 -0.045
P -0.44860 0.50394 -3.10188 -0.123 -0.011 -0.080
C 0.78792 0.67677 -4.41691 -0.002 0.037 0.040
C -1.61211 -0.67415 -3.85303 -0.002 0.024 -0.053
H 1.64607 4.40705 -0.64367 0.024 -0.025 0.056
H 2.54710 2.91538 -0.28838 -0.055 0.013 0.052
H 1.56546 3.66373 0.96543 0.002 -0.004 -0.025
H -1.27123 4.20877 0.45788 -0.005 -0.044 0.031
H -0.61171 3.03785 1.61572 -0.015 -0.005 -0.020
H -1.99519 2.58650 0.62164 0.057 0.035 -0.009
H 0.59658 3.33843 -2.79628 -0.010 -0.009 0.014
H -0.84101 4.12237 -2.16093 0.042 -0.040 -0.026
H -1.35766 2.51880 -4.07412 -0.007 -0.003 0.056
H -2.21255 2.08195 -2.59492 0.153 -0.005 -0.078
H 0.22953 0.81577 -5.34580 0.043 0.008 -0.001
H 1.40457 -0.21511 -4.50026 0.025 -0.040 -0.010
H 1.44133 1.53057 -4.25560 0.025 0.008 0.014
H -2.30237 -0.14624 -4.51476 0.028 -0.042 0.014
H -2.17325 -1.23072 -3.10789 0.016 0.029 -0.031
H -1.03223 -1.38324 -4.44828 -0.018 0.029 0.026


14
Properties=species:S:1:pos:R:3:forces:R:3 method="wB97M-V/def2-TZVPD" de_lowest_kcal_mol=96.0 homo_lumo_gap_ha="0.305 / 0.305" multiplicity=1
O -1.47200 -1.29130 1.02940 -0.039 0.212 0.983
C -1.01198 -0.69367 -0.06512 1.127 -0.839 0.005
C -0.92341 0.75144 0.05482 0.219 0.884 0.404
N 0.04533 1.07344 -0.97640 0.105 0.484 -0.154
C 0.96348 -0.01490 -0.80182 -0.791 -1.061 0.399
C 1.80796 -0.01859 0.35060 -0.044 0.219 0.694
O 1.75341 0.85209 1.21704 0.081 0.003 -0.095
H -2.03808 -2.06190 0.91807 0.397 -0.203 -0.496
H -1.03664 -1.30175 -0.94280 -0.515 0.329 -0.808
H -0.46131 0.93008 1.05755 -0.398 -0.015 -0.377
H -1.86730 1.30086 0.00980 -0.196 -0.066 -0.047
H 0.48486 1.94485 -0.69329 0.176 0.065 -0.275
H 1.28349 -0.58466 -1.67044 -0.120 0.049 0.020
H 2.47218 -0.88599 0.51261 -0.002 -0.061 -0.253


115
Properties=species:S:1:pos:R:3:forces:R:3 method="wB97M-V/def2-TZVPD" de_lowest_kcal_mol=18.2 homo_lumo_gap_ha="0.185 / 0.165" multiplicity=3
Mo -0.09907 -1.14974 4.06779 -0.482 0.729 -0.889
C -3.99524 -1.14321 -2.66687 -1.312 -0.026 1.240
C -3.39960 -2.29748 -3.47046 -0.124 0.023 -0.246
C -3.53835 -1.91017 -4.96279 -0.043 -0.179 -0.332
C -4.19926 -3.59801 -3.25994 -0.710 0.921 -0.337
C -1.94779 -2.48022 -3.05383 -0.856 0.021 -0.858
C -1.28934 -1.39732 -2.50610 0.498 0.460 0.336
C -0.15931 -1.59071 -1.76812 0.193 0.204 0.422
Se 0.13484 -0.20800 -0.35450 0.439 -0.460 -1.441
C 1.22259 1.03990 -1.34070 0.924 0.315 -0.137
C 0.59855 1.97054 -2.15747 0.144 0.994 -0.074
C 1.34007 2.98503 -2.80059 0.174 -0.569 0.978
C 2.73800 2.96511 -2.60161 -0.686 -0.554 -0.688
C 3.44552 1.98380 -1.94008 -1.058 -0.336 -0.180
C 2.67006 1.06891 -1.12558 -0.274 -0.941 1.275
O 3.17802 0.35507 -0.19411 -0.104 0.354 -0.294
C 4.95075 1.92566 -2.12134 0.834 0.909 0.480
C 5.58933 3.11789 -1.38497 0.476 0.038 0.727
C 5.60195 0.58344 -1.67051 -0.923 0.264 0.412
C 5.31811 2.23890 -3.59041 -0.652 -0.943 -0.088
C 0.71684 4.11211 -3.59053 -0.940 0.661 0.015
C 0.98886 4.03763 -5.08471 0.115 -0.815 -1.039
C 1.27076 5.49761 -3.19430 0.373 0.168 0.103
C -0.81883 4.14608 -3.34552 0.993 0.186 -0.407
C 0.57405 -2.85114 -1.93009 1.105 0.160 1.083
O 1.63402 -3.03244 -1.27548 -0.909 -0.114 -0.498
C -0.00746 -3.88546 -2.80588 0.420 0.093 0.044
C -1.29800 -3.70463 -3.18516 -0.689 -0.149 -0.126
C 0.66726 -5.19255 -3.19322 0.830 -0.260 -0.376
C 2.21475 -5.09671 -3.24179 0.520 -0.744 -0.641
C 0.27147 -6.24831 -2.16356 0.347 -0.512 0.774
C 0.25206 -5.67456 -4.59816 0.228 -1.113 -0.493
H -5.10952 -1.21810 -2.65028 0.683 0.185 -0.372
H -3.72842 -1.11196 -1.58069 0.098 -0.226 -0.874
H -3.70569 -0.19054 -3.10418 -0.133 0.117 0.067
H -4.61755 -1.71592 -5.21893 0.965 -0.390 0.212
H -2.98922 -0.98123 -5.20152 -0.087 -0.452 0.132
H -3.12702 -2.74889 -5.56920 -0.401 0.672 0.099
H -5.27104 -3.32775 -3.38668 0.570 -0.416 0.018
H -3.93964 -4.36314 -3.99294 -0.046 0.018 0.082
H -4.06186 -3.97733 -2.26217 0.052 -0.278 0.443
H -1.69464 -0.40526 -2.55888 -0.328 0.118 0.268
H -0.49050 2.00291 -2.16126 0.224 -0.197 -0.224
H 3.28904 3.72806 -3.11957 0.219 0.241 -0.108
H 5.33798 3.21283 -0.32018 -0.237 -0.205 -0.208
H 6.68166 3.02822 -1.41639 -0.008 0.058 -0.130
H 5.31981 4.05093 -1.88744 -0.040 -0.008 0.151
H 5.43825 0.42018 -0.56891 0.153 0.045 -1.296
H 5.13229 -0.22097 -2.24451 -0.177 -0.114 0.366
H 6.65431 0.51395 -1.92622 0.336 0.448 0.021
H 4.90085 3.17089 -3.98209 0.065 -0.157 0.262
H 6.38797 2.29789 -3.68507 0.573 -0.084 -0.110
H 4.93504 1.42690 -4.21012 0.123 -0.014 -0.267
H 2.05773 4.11866 -5.26428 0.288 0.059 0.039
H 0.71582 3.06814 -5.56808 -0.199 0.688 0.464
H 0.53295 4.88463 -5.62822 -0.064 -0.410 0.186
H 2.35836 5.59938 -3.42303 -0.816 -0.045 0.006
H 0.70397 6.27022 -3.75174 0.420 -0.237 0.307
H 1.16989 5.67917 -2.12293 -0.136 0.026 0.037
H -1.29395 3.26596 -3.73682 -0.256 -0.466 -0.335
H -1.00396 4.16157 -2.29008 -0.221 0.202 0.666
H -1.26413 5.01891 -3.81405 -0.058 0.145 -0.077
H -1.87431 -4.53393 -3.58456 0.280 0.124 -0.179
H 2.66619 -4.71665 -2.33629 -0.116 0.238 0.095
H 2.64016 -6.12180 -3.39130 -0.478 0.619 0.038
H 2.58063 -4.51225 -4.11590 -0.390 -0.105 0.630
H 0.56700 -5.86174 -1.18625 -0.244 -0.012 0.182
H -0.80787 -6.48641 -2.14164 0.452 0.194 -0.130
H 0.85700 -7.18746 -2.25937 -0.424 0.437 -0.344
H 0.56379 -4.96384 -5.39943 -0.434 -0.446 0.585
H 0.78605 -6.65934 -4.79151 -0.431 1.164 0.185
H -0.82101 -5.94805 -4.67881 0.536 0.471 -0.037
N 1.34795 -1.21213 2.54022 0.685 -0.016 -1.153
C 2.56617 -1.63314 3.25459 -0.023 -1.107 0.327
C 2.63422 -1.22486 4.74827 -0.086 -0.985 0.437
N 1.53930 -0.37793 5.28306 0.472 1.273 0.704
C 1.94338 1.07174 5.48800 0.606 -0.598 -0.307
C 0.78950 2.05903 5.51915 -0.123 -0.471 1.219
N 0.10747 2.18964 4.22589 1.442 1.738 -1.135
H 1.10357 -1.91758 1.78579 0.448 1.421 0.886
H 1.55562 -0.30296 2.04526 -0.363 -1.348 0.101
H 3.44612 -1.24160 2.80024 0.546 0.389 -0.747
H 2.67358 -2.73117 3.22512 -0.320 0.466 -0.153
H 3.60832 -0.77607 4.78615 0.424 0.571 0.899
H 2.61871 -2.11835 5.38997 0.216 0.165 -0.388
H 1.25957 -0.71538 6.21710 0.434 0.106 -0.771
H 2.64506 1.36316 4.71257 -0.044 -0.134 -0.591
H 2.59278 1.11993 6.38117 -0.658 0.109 -0.001
H 1.18754 3.01440 5.90411 -0.234 -0.314 -0.123
H 0.07845 1.63831 6.27350 0.314 0.566 -0.422
H 0.84042 2.09280 3.48523 -0.884 0.109 0.557
H -0.24505 3.16810 4.08183 0.416 -1.232 0.308
Se -0.74034 -3.25368 4.15429 -0.371 -1.814 0.283
C -5.99036 1.46463 5.43798 0.600 -0.847 0.565
C -4.80314 0.60480 6.05408 -0.971 -0.176 0.609
N -3.50050 0.79140 5.42958 0.786 2.323 0.114
C -2.81697 2.08416 5.89486 0.057 -1.013 0.552
C -3.38448 3.45932 5.45184 0.239 -0.754 -0.374
C -2.86843 -0.05810 4.61194 1.442 0.636 -1.396
C -3.57585 -1.21380 4.01638 -1.242 -0.030 -0.846
N -1.59119 0.12430 4.20733 -2.633 1.113 0.564
H -6.76624 0.80318 5.03642 0.241 0.142 -0.058
H -5.59628 2.08933 4.63753 -0.220 0.053 0.080
H -6.47313 2.06863 6.22096 0.290 -0.039 -0.358
H -5.07685 -0.47261 6.06963 0.305 0.713 -0.193
H -4.66659 0.88731 7.13691 -0.149 -0.263 -1.031
H -1.71060 2.02189 5.77034 -1.251 -0.090 -0.396
H -2.94347 2.01916 6.97695 0.030 0.193 0.127
H -3.46507 3.54831 4.35710 -0.203 -0.152 0.342
H -2.63675 4.20355 5.74160 -0.243 0.024 0.213
H -4.35105 3.67494 5.94155 0.532 -0.023 -0.374
H -4.65533 -1.05152 3.75121 0.991 0.266 0.383
H -3.54463 -1.99344 4.71987 -0.134 -1.408 0.945
H -3.04898 -1.59633 3.13165 -0.075 0.389 0.348
H -1.18850 1.09473 4.14490 -0.453 -0.736 0.660


48
Properties=species:S:1:pos:R:3:forces:R:3 method="wB97M-V/def2-TZVPD" homo_lumo_gap_ha=0.202 multiplicity=1
C -5.54700 0.29920 0.34430 0.009 0.042 -0.024
C -5.54700 1.60190 -0.46140 0.003 -0.027 0.009
H -5.73520 -0.56590 -0.30080 0.035 0.105 0.085
H -6.32210 0.31170 1.11830 0.111 -0.028 -0.129
H -4.58370 0.14030 0.84110 -0.150 0.059 -0.037
H -4.67240 1.66190 -1.11840 -0.132 0.006 0.108
H -6.44080 1.67950 -1.09000 0.104 -0.004 0.111
H -5.52780 2.47620 0.19830 0.051 -0.147 -0.118
C 1.07440 -2.93950 0.11630 0.435 0.590 -0.360
C 1.94070 -3.98490 -0.18230 0.024 -0.007 -0.041
C 3.02890 -3.73860 -1.01800 -0.404 0.224 0.235
C 3.21080 -2.45690 -1.52410 -0.108 0.265 0.045
H 0.20670 -3.06100 0.76050 0.236 -0.143 0.015
H 1.75940 -4.96950 0.23560 0.058 0.140 -0.057
H 3.72620 -4.53080 -1.27270 -0.107 0.105 0.052
H 4.05090 -2.24520 -2.17560 -0.100 -0.069 0.107
N 1.24660 -1.69990 -0.37070 2.439 -3.066 -1.370
C 2.30320 -1.44760 -1.18590 -0.296 -1.299 0.639
C 2.41210 -0.06300 -1.67130 -0.093 1.426 -0.323
N 1.44150 0.79980 -1.24740 3.528 1.278 -2.950
C 1.49000 2.08100 -1.66010 0.233 -0.485 0.001
C 3.47950 1.69450 -2.93750 -0.444 0.052 0.296
C 2.48340 2.56600 -2.49840 0.212 -0.119 -0.105
H 0.69520 2.72000 -1.29290 0.054 -0.042 -0.021
H 2.46940 3.60880 -2.79660 0.019 -0.146 0.035
C 3.43700 0.37150 -2.51680 -0.088 -0.207 0.123
H 4.19940 -0.32600 -2.84360 -0.080 0.134 0.027
H 4.27300 2.03760 -3.59370 -0.102 -0.045 0.088
Ca 0.00000 0.00000 0.00000 -2.238 -3.192 3.967
C -1.02000 1.75570 0.19400 -2.519 3.836 -0.049
H -1.31830 2.05080 -0.82060 -0.275 0.577 0.038
H -0.31060 2.47740 0.61980 -0.197 0.154 -0.051
H -1.90310 1.69490 0.82960 -0.193 0.337 0.059
O 0.05360 2.00570 4.32270 -0.621 1.123 1.240
C 0.48860 0.96890 5.07440 0.647 -0.807 -1.151
C 0.30930 1.08860 6.45920 0.022 -0.126 0.069
C 0.72910 0.08480 7.32570 0.044 0.031 -0.614
C 1.34730 -1.05510 6.82020 -0.010 0.032 -0.366
C 1.54010 -1.19880 5.44380 -0.362 0.574 0.492
C 1.11170 -0.20390 4.53970 0.198 0.286 0.728
C 1.26860 -0.46930 3.07590 -0.384 -3.340 -3.150
O 1.89790 -1.54170 2.65450 -1.276 3.281 1.731
O 0.53720 0.21440 2.23320 1.236 -0.101 1.341
H 0.17860 2.11840 3.37550 0.466 -1.512 -0.093
H -0.16760 1.97290 6.86660 0.024 0.021 -0.233
H 0.57430 0.19110 8.39220 -0.015 0.051 -0.026
H 1.66740 -1.83650 7.49720 0.030 -0.026 -0.043
H 2.00330 -2.11030 5.08800 -0.025 0.211 -0.330


no.,maximum force (hartree/bohr),calculated total energy (Eh)
1,0.0113,-4971.48052
2,0.0273,-361.72790
3,0.0567,-6783.25106
4,0.1082,-1788.11724